Entry 1:
C5H34N2O11 | ωB97M-V/def2-TZVPD

Structure (ORCA input):
```
! RIJCOSX wB97M-V def2-TZVPD def2/J DEFGRID3
* xyz 0 1
N 1.77 1.07 -0.14
C 1.47 -0.11 0.68
C 0.13 -0.71 0.28
C -1.07 0.22 0.48
C -1.52 0.35 1.94
N -2.45 -0.71 2.35
C -2.19 1.71 2.19
O -1.12 2.70 2.26
H 1.11 1.82 0.07
H 2.70 1.44 0.05
H 2.27 -0.83 0.52
H 1.44 0.13 1.76
H 0.18 -0.99 -0.78
H -0.03 -1.65 0.83
H -0.83 1.20 0.05
H -1.88 -0.15 -0.15
H -0.64 0.32 2.59
H -2.04 -1.62 2.25
H -3.29 -0.65 1.79
H -2.71 1.69 3.15
H -2.85 2.01 1.37
H -1.43 3.42 2.82
O 2.91 -0.59 -1.56
H 2.69 0.26 -1.17
H 2.11 -0.89 -2.07
O -0.97 1.05 -3.17
H -0.98 1.23 -4.12
H -0.29 1.70 -2.78
O -1.15 -2.80 -1.19
H -0.61 -3.45 -0.67
H -1.71 -2.37 -0.53
O 0.52 -1.22 -2.73
H -0.05 -1.85 -2.24
H -0.01 -0.43 -2.91
O -0.73 3.68 -0.23
H -0.84 3.35 0.69
H -1.55 3.32 -0.64
O -3.02 2.08 -1.67
H -3.64 2.46 -2.30
H -2.32 1.64 -2.21
O 0.83 2.68 -2.18
H 0.37 3.16 -1.45
H 1.40 2.08 -1.68
O 2.42 -2.45 2.98
H 2.87 -2.36 2.12
H 2.15 -1.56 3.25
O 3.32 -2.32 0.40
H 3.13 -1.64 -0.31
H 4.14 -2.75 0.15
O 0.39 -4.33 0.34
H 0.33 -4.38 1.30
H 1.27 -3.94 0.21
*
```

Electronic energy: -1148.0660 a.u.
Energy relative to the best compared isomer or geometry (same formula, charge and spin): 27.7 kcal/mol
Kohn-Sham gap: 10.04 eV
SMILES: NCCC[C@H](N)CO.O.O.O.O.O.O.O.O.O.O

Okay, here come the Mulliken numbers, in e, for every atom:
1 N -0.651
2 C -0.468
3 C 2.315
4 C 0.310
5 C 0.116
6 N -0.721
7 C -0.872
8 O -0.596
9 H 0.388
10 H 0.171
11 H -0.459
12 H 0.404
13 H -1.579
14 H 0.194
15 H -0.659
16 H 0.329
17 H 0.281
18 H 0.277
19 H 0.312
20 H 0.482
21 H 0.264
22 H 0.291
23 O -0.898
24 H 0.471
25 H 0.408
26 O -0.856
27 H 0.269
28 H 0.533
29 O -0.799
30 H 0.477
31 H 0.325
32 O -0.877
33 H 0.306
34 H 0.509
35 O -0.844
36 H 0.460
37 H 0.370
38 O -0.627
39 H 0.271
40 H 0.415
41 O -0.902
42 H 0.405
43 H 0.523
44 O -0.668
45 H 0.339
46 H 0.300
47 O -0.696
48 H 0.427
49 H 0.286
50 O -0.731
51 H 0.332
52 H 0.342

=====

Entry 2:
C5H34NO14 | ωB97M-V/def2-TZVPD

Structure (ORCA input):
```
! RIJCOSX wB97M-V def2-TZVPD def2/J DEFGRID3
* xyz -1 1
O -3.04 -0.16 -0.77
C -1.95 -0.56 -1.08
C -0.59 -0.15 -0.56
C -0.53 -0.12 1.00
C -1.61 -0.78 1.90
C -1.09 -0.84 3.32
O -1.24 0.41 4.03
N 0.40 -1.15 -0.96
H -1.86 -1.32 -1.90
H -0.25 0.80 -0.95
H -0.27 0.86 1.43
H 0.43 -0.61 1.16
H -1.98 -1.71 1.47
H -2.54 -0.20 1.95
H -0.01 -1.03 3.24
H -1.60 -1.57 3.96
H 1.20 -0.82 -1.51
H 0.02 -1.89 -1.56
H 3.15 0.74 -2.59
H 1.53 -2.07 1.18
O 2.60 0.19 -2.02
H -1.96 4.23 -1.88
H -3.28 3.78 -1.17
O -2.86 4.49 -1.65
H -2.66 -3.02 -0.28
H -2.36 -3.94 -1.53
O -2.85 -3.86 -0.71
H 2.78 -1.35 1.52
H -1.00 1.09 3.39
O 2.14 -1.96 1.92
H -0.15 2.55 -1.92
H -1.10 1.90 -3.03
O -1.06 2.48 -2.28
H 3.21 -2.91 -1.81
H 3.23 -1.40 -1.65
O 3.49 -2.25 -1.17
H -3.21 1.42 0.33
H -2.77 2.18 1.56
O -3.55 2.03 1.02
H 1.60 0.92 -3.30
H 1.22 0.95 -4.76
O 1.08 1.46 -3.96
H 0.26 -4.28 -1.10
H 1.41 -3.99 -0.17
O 0.91 -4.72 -0.56
H 1.16 2.11 4.82
H 2.39 1.56 3.96
O 1.99 2.33 4.39
H 0.91 2.34 -0.10
H 2.12 2.00 -0.95
O 1.36 2.60 -0.91
H 4.48 -0.59 0.26
H 3.45 0.10 -0.59
O 4.00 0.25 0.26
*
```

Electronic energy: -1319.0677 a.u.
Energy relative to the best compared isomer or geometry (same formula, charge and spin): 85.1 kcal/mol
Kohn-Sham gap: 9.34 eV

Okay, here come the Mulliken numbers, in e, for every atom:
1 O -0.510
2 C -0.492
3 C 2.972
4 C -0.824
5 C -0.239
6 C -0.599
7 O -0.567
8 N -0.183
9 H 0.419
10 H -1.793
11 H 0.164
12 H 0.158
13 H 0.274
14 H 0.254
15 H 0.309
16 H 0.381
17 H 0.180
18 H 0.162
19 H 0.075
20 H 0.196
21 O -1.149
22 H 0.354
23 H 0.326
24 O -0.672
25 H 0.401
26 H 0.286
27 O -0.674
28 H 0.405
29 H 0.327
30 O -0.661
31 H 0.399
32 H 0.254
33 O -0.622
34 H 0.284
35 H 0.354
36 O -0.656
37 H 0.296
38 H 0.324
39 O -0.661
40 H 0.263
41 H 0.305
42 O -0.650
43 H 0.312
44 H 0.298
45 O -0.649
46 H 0.321
47 H 0.326
48 O -0.649
49 H 0.277
50 H 0.342
51 O -0.796
52 H 0.346
53 H 0.436
54 O -0.736

=====

Entry 3:
C5H35N2O10 | ωB97M-V/def2-TZVPD

Structure (ORCA input):
```
! RIJCOSX wB97M-V def2-TZVPD def2/J DEFGRID3
* xyz 2 2
C -1.61 -0.59 2.78
C -0.30 0.06 3.22
C 0.84 -0.21 2.24
C 0.63 0.20 0.76
C 1.29 1.53 0.39
N 2.40 1.24 -0.57
N -1.42 -1.88 2.21
H -2.34 -0.69 3.59
H -2.19 0.01 2.09
H -0.36 1.12 3.47
H 0.03 -0.34 4.19
H 1.00 -1.31 2.23
H 1.79 0.18 2.60
H 0.95 -0.57 0.08
H -0.45 0.37 0.67
H 0.61 2.18 -0.15
H 1.83 2.00 1.21
H 2.82 2.05 -0.96
H 3.12 0.67 -0.18
H 1.99 0.81 -1.42
H -0.84 -2.51 2.78
H -1.25 -1.96 1.17
H 0.82 -2.82 -0.04
H 2.17 -3.52 -0.46
O 1.71 -2.66 -0.36
H 1.45 -2.55 -4.73
H 0.42 -2.33 -3.68
O 0.87 -1.86 -4.42
H 1.70 -0.60 -3.22
H 2.14 -1.46 -1.96
O 2.30 -0.64 -2.45
H 4.63 1.25 2.52
H 4.94 0.70 1.23
O 4.18 1.02 1.72
H -1.26 3.67 -1.50
H -0.11 4.43 -1.52
O -0.50 3.80 -0.91
H -4.27 3.80 0.67
H -2.85 3.21 0.82
O -3.76 2.99 0.69
H -2.02 -1.91 -2.70
H -1.11 -0.88 -2.41
O -1.06 -1.88 -2.52
H -3.99 1.34 -0.10
H -3.06 0.05 0.16
O -3.52 0.58 -0.50
H -1.71 1.13 -2.93
H -1.99 0.68 -1.42
O -1.31 0.75 -2.12
H -1.04 -2.50 -0.82
H -1.38 -3.50 0.39
O -0.93 -2.66 0.17
*
```

Electronic energy: -1072.7851 a.u.
Energy relative to the best compared isomer or geometry (same formula, charge and spin): 47.0 kcal/mol
Kohn-Sham gap (spin up / spin down): 10.65 / 6.38 eV
Expectation value of S²: 0.754

Okay, here come the Mulliken numbers, in e, for every atom:
1 C -0.312
2 C -0.689
3 C -1.083
4 C 1.470
5 C -0.612
6 N -0.032
7 N -0.099
8 H 0.395
9 H -0.016
10 H 0.356
11 H 0.413
12 H 0.270
13 H 0.564
14 H -0.282
15 H -0.476
16 H 0.082
17 H 0.491
18 H 0.407
19 H 0.298
20 H 0.181
21 H 0.332
22 H 0.461
23 H 0.394
24 H 0.298
25 O -0.641
26 H 0.344
27 H 0.275
28 O -0.650
29 H 0.318
30 H 0.289
31 O -0.640
32 H 0.285
33 H 0.273
34 O -0.569
35 H 0.286
36 H 0.297
37 O -0.609
38 H 0.297
39 H 0.315
40 O -0.614
41 H 0.344
42 H 0.435
43 O -0.757
44 H 0.369
45 H 0.237
46 O -0.734
47 H 0.316
48 H 0.406
49 O -0.688
50 H 0.338
51 H 0.355
52 O -0.687

=====

> What is the electronic energy in the second record?

-1319.0677 a.u.

=====

> Look up the electronic energy of the third one.

-1072.7851 a.u.